Entry 1:
{
  "formula": "C22H25F4N6O2ReS",
  "method": "wB97M-V/def2-TZVPD",
  "total_charge": 1,
  "homo_energy_ev": [-10.20, -10.22],
  "spin_multiplicity": 4,
  "symbols": ["Re", "C", "C", "N", "C", "C", "C", "C", "N", "C", "C", "F", "C", "F", "C", "C", "F", "C", "F", "H", "H", "H", "H", "H", "H", "H", "H", "H", "H", "H", "H", "H", "H", "H", "N", "C", "C", "C", "C", "C", "C", "S", "O", "O", "N", "C", "N", "C", "C", "C", "N", "H", "H", "H", "H", "H", "H", "H", "H", "H", "H"],
  "coordinates": [[0.00000, 0.00000, 0.00000], [-0.00980, 0.90140, 4.30830], [0.14870, 1.09680, 2.80200], [0.09360, -0.11720, 1.98110], [-1.13730, -0.89630, 2.09950], [-2.40070, -0.10940, 1.76450], [1.27900, -0.97500, 2.13070], [2.46600, -0.34000, 1.40090], [1.97500, 0.08730, 0.09360], [2.34990, 1.33080, -0.25840], [1.33240, 2.27450, -0.39870], [0.08730, 1.86740, -0.11720], [1.58780, 3.59070, -0.77430], [0.58620, 4.47660, -0.88730], [2.88730, 4.00390, -1.03160], [3.91740, 3.07890, -0.90280], [5.17580, 3.47520, -1.15270], [3.65950, 1.75820, -0.52300], [4.69520, 0.90720, -0.42400], [0.05290, 1.87160, 4.81300], [-0.97970, 0.46440, 4.56330], [0.77810, 0.26620, 4.72240], [-0.62490, 1.79560, 2.46180], [1.08600, 1.63650, 2.62810], [-1.09880, -1.73350, 1.39070], [-1.23480, -1.33940, 3.09790], [-2.31850, 0.37080, 0.78380], [-3.26240, -0.78460, 1.73490], [-2.61430, 0.65950, 2.51300], [1.52520, -1.18570, 3.17700], [1.09470, -1.95040, 1.65860], [2.88470, 0.46420, 2.02040], [3.26200, -1.08860, 1.30120], [3.09480, 5.02370, -1.32460], [1.49620, -5.53760, -5.41870], [1.21980, -4.21020, -5.04730], [0.01660, -3.60530, -5.43380], [-0.30930, -2.31740, -4.99800], [0.55630, -1.65650, -4.13210], [1.72670, -2.27110, -3.68180], [2.03900, -3.55890, -4.11920], [0.23170, 0.05240, -3.62170], [-0.78810, 0.51010, -4.56530], [1.54550, 0.65800, -3.87120], [-0.14210, 0.00000, -2.08080], [-1.51180, -0.25960, -1.55350], [-2.05930, 0.00000, -0.14210], [-3.34510, -0.28250, 0.07880], [-4.16700, -0.79900, -0.89050], [-3.60080, -1.04530, -2.12650], [-2.31580, -0.81660, -2.46840], [1.08350, -5.77770, -6.31400], [2.48890, -5.74590, -5.38360], [-0.67380, -4.12310, -6.09170], [-1.22510, -1.83250, -5.32290], [2.38620, -1.74220, -2.99920], [2.93790, -4.03610, -3.74230], [-3.70520, -0.06840, 1.07740], [-5.20940, -1.00590, -0.69950], [-4.20170, -1.45380, -2.93390], [0.00000, -1.72470, 0.00000]],
  "lowdin_spin": [2.22, 0.00, 0.01, 0.03, 0.04, 0.04, 0.02, 0.02, 0.12, 0.02, 0.02, 0.08, 0.00, 0.00, 0.01, 0.00, 0.00, 0.01, 0.00, 0.00, 0.00, 0.00, 0.00, 0.00, 0.01, 0.02, 0.02, 0.00, 0.01, 0.00, 0.00, 0.00, 0.00, 0.00, 0.00, 0.00, 0.00, 0.00, 0.00, 0.00, 0.00, 0.01, 0.00, 0.01, 0.11, 0.03, 0.08, 0.01, 0.02, 0.01, 0.03, 0.00, 0.00, 0.00, 0.00, 0.00, 0.00, 0.00, 0.00, 0.00, -0.03]
}


Entry 2:
{
  "formula": "C21H33CrN11O2S3",
  "method": "wB97M-V/def2-TZVPD",
  "relative_energy_ev": 0.117,
  "total_charge": 1,
  "homo_energy_ev": [-10.11, -10.16],
  "spin_multiplicity": 2,
  "symbols": ["Cr", "N", "C", "O", "C", "C", "H", "H", "H", "H", "H", "H", "C", "C", "C", "N", "N", "C", "N", "S", "H", "H", "H", "H", "H", "H", "H", "C", "C", "C", "N", "N", "C", "N", "S", "H", "H", "H", "H", "H", "H", "H", "C", "C", "C", "C", "N", "C", "S", "N", "H", "H", "H", "H", "H", "N", "C", "N", "C", "C", "O", "C", "C", "H", "H", "H", "H", "H", "H", "H", "H"],
  "coordinates": [[-0.28437, 0.42472, 0.01749], [-2.99944, 2.66444, 2.12820], [-2.21162, 2.12119, 1.19948], [-1.70840, 1.00225, 1.37121], [-1.93657, 2.84248, -0.08273], [-0.54217, 2.41027, -0.55061], [-3.19014, 2.16608, 2.98022], [-3.38567, 3.58134, 2.00589], [-2.05290, 3.92248, 0.03021], [-2.69308, 2.49216, -0.79074], [0.21572, 3.00879, -0.03640], [-0.42831, 2.57591, -1.62269], [0.88093, 2.04668, 5.92024], [1.25940, 2.81563, 4.64600], [1.45461, 1.90181, 3.47966], [0.69200, 1.83466, 2.45606], [1.06676, 0.86512, 1.53601], [2.13631, 0.19624, 1.91548], [2.70099, -0.81658, 1.22003], [2.76168, 0.73208, 3.42762], [0.78645, 2.73670, 6.75939], [1.64217, 1.30601, 6.17513], [-0.07045, 1.52702, 5.79000], [2.17776, 3.38098, 4.82205], [0.47226, 3.51803, 4.37749], [2.04813, -1.34005, 0.65558], [3.35495, -1.38851, 1.72524], [-1.59896, -0.46412, -5.87735], [-1.51440, -1.60242, -4.84793], [-1.88475, -1.13674, -3.47232], [-1.08052, -0.53301, -2.68006], [-1.65720, -0.14692, -1.47891], [-2.91835, -0.51141, -1.38693], [-3.67622, -0.31775, -0.28183], [-3.48099, -1.32769, -2.80116], [-1.21373, -0.79559, -6.84258], [-1.01428, 0.39139, -5.53844], [-2.63182, -0.14070, -6.01761], [-0.49441, -1.98102, -4.79459], [-2.16562, -2.42322, -5.14437], [-3.18981, -0.61185, 0.58288], [-4.61271, -0.68235, -0.34201], [-1.35147, -4.49053, 4.98287], [-1.86550, -3.52297, 3.95787], [-3.14577, -2.98334, 4.03102], [-3.52594, -2.17426, 2.98429], [-2.71791, -1.86194, 1.97090], [-1.46864, -2.35146, 2.01378], [-0.30115, -1.99119, 0.75446], [-1.04179, -3.19736, 2.96489], [-2.15803, -4.88442, 5.59920], [-0.62589, -3.99249, 5.63039], [-0.83390, -5.30947, 4.48402], [-3.82068, -3.21299, 4.84499], [-4.53185, -1.76488, 2.93378], [1.17294, 0.24168, -1.22118], [1.98588, 0.20433, -2.03591], [2.90842, 0.16266, -2.95931], [4.23326, -0.42244, -2.69891], [5.26432, 0.40038, -3.44502], [4.94518, 0.47016, -4.82355], [3.69755, 1.10909, -5.04569], [2.56998, 0.34124, -4.38254], [4.25164, -1.45168, -3.06302], [4.42668, -0.41651, -1.62791], [6.24267, -0.06684, -3.36734], [5.31261, 1.40722, -3.01574], [3.54616, 1.13410, -6.12152], [3.72521, 2.13513, -4.66068], [2.46397, -0.63846, -4.85617], [1.62881, 0.88270, -4.46022]],
  "lowdin_spin": [1.02, 0.00, 0.00, 0.01, 0.00, -0.04, 0.00, 0.00, 0.00, 0.00, 0.00, 0.00, 0.00, 0.00, 0.00, 0.00, -0.01, 0.00, 0.00, 0.00, 0.00, 0.00, 0.00, 0.00, 0.00, 0.00, 0.00, 0.00, 0.00, 0.00, 0.00, -0.01, 0.00, 0.00, 0.00, 0.00, 0.00, 0.00, 0.00, 0.00, 0.00, 0.00, 0.00, 0.00, 0.00, 0.00, 0.00, 0.00, -0.01, 0.00, 0.00, 0.00, 0.00, 0.00, 0.00, 0.00, 0.01, 0.01, 0.00, 0.00, 0.00, 0.00, 0.00, 0.00, 0.00, 0.00, 0.00, 0.00, 0.00, 0.00, 0.00]
}


Entry 3:
{
  "formula": "CH5N3O",
  "method": "wB97M-V/def2-TZVPD",
  "relative_energy_ev": 6.825,
  "homo_energy_ev": -8.45,
  "symbols": ["C", "H", "H", "H", "H", "H", "N", "N", "N", "O"],
  "coordinates": [[0.02493, 0.08226, -0.28141], [3.00507, -0.38581, 0.34618], [2.16676, 1.31508, 0.32516], [-0.07998, 1.30245, -0.20904], [-1.30317, -1.18299, 0.65976], [-3.43946, -0.49767, -0.36331], [2.25730, 0.20581, -0.19763], [1.07543, -0.68727, -0.04079], [-1.28689, -0.53409, -0.27284], [-2.41997, 0.38223, 0.03391]],
  "nbo_charge": [0.19, 0.36, 0.33, 0.18, 0.36, 0.46, -0.68, -0.29, -0.36, -0.55]
}


Entry 4:
{
  "formula": "C19H22CuF4N2Se",
  "method": "wB97M-V/def2-TZVPD",
  "relative_energy_ev": 0.018,
  "homo_energy_ev": [-7.73, -7.54],
  "spin_multiplicity": 2,
  "symbols": ["Cu", "C", "N", "C", "C", "C", "N", "C", "C", "F", "C", "F", "C", "C", "F", "C", "F", "H", "H", "H", "H", "H", "H", "H", "H", "H", "H", "H", "C", "C", "C", "C", "C", "C", "Se", "C", "C", "C", "H", "H", "H", "H", "H", "H", "H", "H", "H", "H", "H"],
  "coordinates": [[0.36847, 0.73286, 0.10098], [-2.08020, -0.78071, 0.43592], [-1.59804, 0.59237, 0.63485], [-2.49221, 1.54438, -0.03670], [-1.47914, 0.92904, 2.07002], [-0.41274, 0.07989, 2.74356], [0.73974, 0.03868, 1.85676], [1.76723, -0.80903, 2.13555], [2.63535, -1.19242, 1.09731], [2.36111, -0.73380, -0.15188], [3.71217, -2.02711, 1.27363], [4.46417, -2.33714, 0.20772], [4.01698, -2.55624, 2.51360], [3.18052, -2.20250, 3.55197], [3.42511, -2.66977, 4.78609], [2.09500, -1.36364, 3.38399], [1.37038, -1.05170, 4.48084], [-3.06997, -0.90673, 0.88932], [-2.15126, -0.98111, -0.63178], [-1.38780, -1.49099, 0.88172], [-3.49468, 1.49388, 0.40396], [-2.09925, 2.55350, 0.06894], [-2.55234, 1.29810, -1.09478], [-1.19731, 1.98401, 2.11641], [-2.45072, 0.80907, 2.56466], [-0.19408, 0.52865, 3.71522], [-0.80410, -0.92562, 2.94760], [4.86434, -3.20777, 2.66000], [-1.70176, 7.12567, 0.82587], [-1.06852, 5.90726, 0.21192], [-0.00520, 5.26192, 0.82249], [0.60138, 4.13559, 0.26596], [1.78100, 3.53252, 0.98247], [0.10091, 3.63007, -0.94168], [0.81708, 2.02024, -1.73254], [-0.94736, 4.29361, -1.60025], [-1.46725, 3.82109, -2.92971], [-1.51591, 5.41303, -1.00839], [-1.31654, 7.30625, 1.82877], [-2.78524, 7.01556, 0.89251], [-1.50139, 8.01462, 0.22459], [0.38262, 5.64897, 1.75910], [2.18644, 4.24721, 1.69853], [2.56593, 3.25394, 0.28022], [1.51156, 2.62752, 1.53468], [-1.85812, 2.80490, -2.87246], [-0.66823, 3.79610, -3.67234], [-2.25550, 4.48260, -3.28820], [-2.33064, 5.91789, -1.51784]],
  "lowdin_spin": [0.58, 0.00, 0.10, 0.00, 0.00, 0.01, 0.06, 0.01, 0.00, 0.01, 0.00, 0.00, 0.00, 0.00, 0.00, 0.00, 0.00, 0.00, 0.00, 0.00, 0.00, 0.00, 0.00, 0.00, 0.00, 0.00, 0.00, 0.00, 0.00, 0.01, 0.00, 0.01, 0.00, 0.01, 0.16, 0.01, 0.00, 0.00, 0.00, 0.00, 0.00, 0.00, 0.00, 0.00, 0.00, 0.00, 0.00, 0.00, 0.00]
}


Respective energy values: -60066.857 -103721.076 -7628.813 -143895.703 eV.